(1)
Density functional theory data (ωB97M-V with the def2-TZVPD basis set) for the ion C4H13N3 with charge -1 at a distorted geometry.

Its multiplicity is 2. The expectation value of S² is 0.750. As for the HOMO energy (spin up / spin down): 1.3605 / -4.5624 eV. As for the energy relative to the best compared isomer or geometry (same formula, charge and spin): 2.3194 eV. The charge is -1. As for the orbital gap (spin up / spin down): 2.7012 / 8.6686 eV.

Cartesian coordinates (Å):
C -0.1777 0.0317 0.1032
N -0.3509 -0.4264 -1.2835
C -1.7195 -0.4887 -1.6874
N -2.3598 0.8546 -1.8984
C 1.1803 -0.4756 0.6576
C 2.1196 0.7592 1.3412
N 0.7195 -1.3193 1.7607
H -0.9305 -0.4283 0.5984
H -0.3411 1.1463 0.2186
H 0.3286 0.1085 -1.8596
H -2.1001 -1.1132 -0.9920
H -1.8112 -1.0224 -2.6774
H -2.7307 1.2219 -0.9652
H -1.9158 1.4105 -2.7380
H 1.7688 -1.2244 0.1663
H 2.9800 0.3169 1.7527
H 2.5232 1.3973 0.6397
H 1.6086 1.3570 2.0925
H -0.1097 -0.8939 2.2129
H 1.3184 -1.2117 2.5578

Cartesian forces (eV/Å) of the 3 atoms listed first:
2.7 1.6 -3.3
2.1 0.3 0.2
1.6 3.2 -4.5

Mulliken charges, unit e, in atom order: -1.97 -0.03 -1.07 -1.38 1.27 -2.31 -0.88 0.22 -0.34 0.35 0.35 0.51 0.64 0.68 0.29 0.43 0.83 0.64 0.47 0.31

=====

(2)
Density functional theory data (ωB97M-V with the def2-TZVPD basis set) for a structure of composition C31H32BrF6IN4O9PRuS2.

Its multiplicity is 6. The expectation value of S² is 8.761. As for the HOMO energy (spin up / spin down): -8.1562 / -8.2299 eV. As for the energy relative to the best compared isomer or geometry (same formula, charge and spin): 0.0000 eV. The charge is 0. As for the orbital gap (spin up / spin down): 7.2169 / 6.5021 eV.

Cartesian coordinates (Å):
Ru -0.8806 -0.1989 0.8433
Br 5.4248 -3.1788 3.3172
C 3.6361 -2.8147 2.8223
C 2.8733 -3.8312 2.2256
C 1.5915 -3.5876 1.8097
C 1.0117 -2.3040 1.9631
O -0.1736 -2.0813 1.4865
C 1.7644 -1.3104 2.6466
C 1.1500 -0.1119 3.1278
N -0.0862 0.2060 2.9057
C -0.7419 1.2034 3.6604
C -0.2536 1.8059 4.7922
C -1.0377 2.7174 5.5223
C -2.3134 3.0006 5.1415
C -2.8669 2.3687 4.0064
C -4.2001 2.5774 3.5941
C -4.6939 1.8785 2.5324
C -3.8417 0.9880 1.8584
N -2.5853 0.7977 2.1834
C -2.0816 1.4690 3.2604
C 3.0890 -1.5831 3.0456
H 3.3157 -4.8086 2.0838
H 1.0067 -4.3527 1.3174
H 1.7529 0.4989 3.7983
H 0.7368 1.5777 5.1598
H -0.6088 3.1959 6.3922
H -2.9157 3.7088 5.6959
H -4.8184 3.2810 4.1378
H -5.7134 1.9938 2.1935
H -4.2168 0.4194 1.0172
H 3.6608 -0.8045 3.5356
F -0.3867 2.9936 -1.8735
C 0.7438 3.3281 -1.2512
F 0.8790 4.6476 -1.2827
F 1.7645 2.7863 -1.9076
S 0.7286 2.7113 0.5242
O -0.6199 2.1513 0.6797
O 1.8018 1.7663 0.6091
N 0.9926 3.9397 1.4229
S -0.1729 4.9467 1.8464
O -0.6761 4.6549 3.1534
O -1.0953 5.2459 0.7927
C 0.8720 6.4532 2.0422
F 1.4273 6.7938 0.8837
F 1.8290 6.2660 2.9480
F 0.0843 7.4506 2.4529
I -2.8470 0.7078 -1.6037
C -3.2412 -1.2399 -1.0019
C -4.0685 -2.0724 -1.7321
C -4.2399 -3.3668 -1.2728
C -3.5970 -3.7671 -0.1114
C -2.7911 -2.8630 0.5495
N -2.6196 -1.6118 0.1118
H -4.5392 -1.7206 -2.6381
H -4.8646 -4.0590 -1.8218
H -3.7038 -4.7710 0.2729
H -2.2346 -3.1247 1.4374
C 0.1919 0.0588 -5.5098
C -0.2015 -1.0849 -4.5890
C 0.5790 -2.3505 -4.9239
C -1.6999 -1.3536 -4.6746
O 0.1240 -0.5941 -3.2527
P 0.2770 -1.5381 -1.9744
O -0.7267 -2.6180 -1.9324
O 0.2433 -0.5363 -0.7960
O 1.7315 -2.1651 -2.0248
C 3.0550 -1.5362 -1.9638
C 3.1231 -0.2714 -2.7998
C 3.3907 -1.2256 -0.5156
C 3.9802 -2.6064 -2.5150
H -0.0504 -0.1891 -6.5448
H 1.2615 0.2591 -5.4401
H -0.3469 0.9660 -5.2328
H 0.3149 -2.6657 -5.9356
H 0.3330 -3.1599 -4.2365
H 1.6540 -2.1766 -4.8922
H -1.9513 -1.7090 -5.6760
H -2.2597 -0.4361 -4.4889
H -1.9861 -2.1093 -3.9429
H 2.4557 0.4914 -2.4102
H 2.8716 -0.4651 -3.8414
H 4.1434 0.1161 -2.7602
H 2.7205 -0.4662 -0.1239
H 4.4140 -0.8499 -0.4451
H 3.3122 -2.1290 0.0867
H 3.7384 -2.8281 -3.5559
H 3.8808 -3.5236 -1.9333
H 5.0172 -2.2708 -2.4617

Cartesian forces (eV/Å) of the 3 atoms listed first:
-0.4 -0.3 0.5
0.0 0.0 0.0
0.0 0.0 0.0

Mulliken charges, unit e, in atom order: 0.48 -0.20 -0.30 -0.49 -0.72 0.19 -0.47 0.45 -0.15 0.42 0.26 -0.66 -0.98 -0.82 1.09 -0.74 -1.18 0.03 0.51 -0.14 -0.61 0.43 0.43 0.29 0.38 0.40 0.42 0.44 0.46 0.42 0.53 -0.20 0.55 -0.23 -0.23 0.62 -0.23 -0.79 -0.39 0.98 -0.47 -0.65 0.52 -0.21 -0.23 -0.21 0.27 0.18 -0.88 -0.29 -0.94 -0.64 0.77 0.53 0.41 0.47 0.57 -1.76 1.57 -1.49 -1.45 0.40 -0.65 -1.04 2.11 -0.50 1.93 -1.33 -1.13 -1.92 0.40 0.35 0.32 0.54 0.31 0.24 0.51 0.23 0.22 0.07 0.15 0.63 -0.03 0.59 0.12 0.40 0.36 0.39

=====

(3)
Density functional theory data (ωB97M-V with the def2-TZVPD basis set) for a structure of composition C45H37IrN4O5P2S2.

Its multiplicity is 6. The expectation value of S² is 8.795. As for the HOMO energy (spin up / spin down): -15.0253 / -16.3762 eV. As for the energy relative to the best compared isomer or geometry (same formula, charge and spin): 0.0900 eV. The charge is +3. As for the orbital gap (spin up / spin down): 7.2091 / 5.7407 eV.

Cartesian coordinates (Å):
Ir -0.6871 -0.1417 -0.1362
O 2.6495 -1.5749 -0.8229
S 1.8828 -0.3358 -0.5108
C 2.5891 0.4120 0.9428
C 3.8942 0.8828 0.8987
C 4.4710 1.3759 2.0600
C 3.7528 1.3792 3.2508
C 2.4516 0.8953 3.2905
C 1.8467 0.4175 2.1314
P 0.1623 -0.2278 2.1409
C -1.0481 0.9779 2.6770
C -0.7027 2.2652 3.0995
C -1.7015 3.1802 3.3805
C -3.0406 2.8262 3.2334
C -3.3898 1.5526 2.8027
C -2.4003 0.6255 2.5137
C 0.1655 -1.7245 3.1228
C -0.8404 -2.0024 4.0471
C -0.8114 -3.1982 4.7509
C 0.2133 -4.1093 4.5374
C 1.2210 -3.8290 3.6189
C 1.1976 -2.6430 2.9065
C 2.2296 0.8516 -1.7889
C 3.3339 0.6595 -2.6028
C 3.6053 1.6028 -3.5888
C 2.7884 2.7165 -3.7342
C 1.6778 2.8897 -2.9142
C 1.3661 1.9435 -1.9444
P -0.0961 2.1174 -0.8855
C -1.5864 2.1549 -1.8908
C -2.8141 2.2256 -1.2102
C -3.9996 2.1538 -1.9196
C -3.9722 2.0033 -3.3017
C -2.7580 1.9243 -3.9790
C -1.5654 1.9927 -3.2803
C 0.1084 3.6381 0.0400
C 1.2573 3.8021 0.8207
C 1.4436 4.9717 1.5356
C 0.4878 5.9813 1.4799
C -0.6452 5.8274 0.6941
C -0.8387 4.6593 -0.0307
H 4.4580 0.8676 -0.0259
H 5.4858 1.7506 2.0389
H 4.2123 1.7537 4.1562
H 1.9094 0.8860 4.2288
H 0.3335 2.5515 3.2146
H -1.4378 4.1715 3.7248
H -3.8143 3.5470 3.4642
H -4.4301 1.2757 2.6946
H -2.6830 -0.3634 2.1682
H -1.6303 -1.2882 4.2401
H -1.5821 -3.4083 5.4801
H 0.2405 -5.0307 5.1040
H 2.0395 -4.5253 3.4852
H 2.0015 -2.4144 2.2127
H 3.9697 -0.2070 -2.4648
H 4.4628 1.4708 -4.2352
H 3.0119 3.4545 -4.4932
H 1.0465 3.7619 -3.0405
H -2.8379 2.3241 -0.1296
H -4.9457 2.2074 -1.3979
H -4.9000 1.9440 -3.8557
H -2.7474 1.8120 -5.0554
H -0.6259 1.9230 -3.8142
H 2.0177 3.0296 0.8568
H 2.3392 5.1071 2.1279
H 0.6380 6.8969 2.0367
H -1.3750 6.6234 0.6303
H -1.7162 4.5604 -0.6554
O -4.3136 -2.2626 -4.4747
C -3.0853 -2.1599 -4.9504
O -2.7947 -2.3827 -6.0901
C -1.9891 -1.7453 -4.0052
C -0.6869 -1.6146 -4.4381
N 0.0457 -1.1941 -3.3933
N -0.7060 -1.0376 -2.2950
C -1.9436 -1.3706 -2.6541
C -3.0022 -1.2727 -1.6109
O -4.1550 -1.5488 -1.8308
O -2.5564 -0.8775 -0.4364
H -4.3757 -2.0609 -3.5158
H -0.2649 -1.7940 -5.4145
H 1.0335 -0.9893 -3.3761
C -0.4633 -6.7677 0.2789
N 0.7398 -5.9394 0.0976
C 2.0045 -6.3800 0.0393
C 2.8253 -5.2748 -0.1569
N 2.0298 -4.2015 -0.2039
C 0.7182 -4.5720 -0.0585
S -0.6053 -3.5848 -0.1061
H -0.1488 -7.7837 0.4957
H -1.0531 -6.7470 -0.6340
H -1.0465 -6.3729 1.1058
H 2.2662 -7.4210 0.1393
H 3.8965 -5.2287 -0.2641
H 2.2928 -3.2167 -0.3786

Cartesian forces (eV/Å) of the 3 atoms listed first:
0.1 0.5 0.0
0.0 0.1 0.0
0.1 -0.2 -0.1

Mulliken charges, unit e, in atom order: 3.32 -1.53 1.31 0.76 -0.77 -0.83 -0.91 -0.56 -0.19 0.84 0.70 -0.60 -0.70 -0.72 -1.09 -0.35 1.03 -0.63 -0.90 -0.73 -0.64 -0.81 -0.33 -0.47 -0.87 -0.86 -0.15 -0.15 1.32 0.42 0.00 -0.81 -0.82 -0.69 -1.13 1.02 -0.68 -0.61 -0.78 -0.77 -0.77 0.53 0.51 0.51 0.61 0.44 0.52 0.47 0.51 0.51 0.50 0.48 0.48 0.53 0.36 0.56 0.53 0.49 0.61 0.33 0.47 0.47 0.49 0.41 0.41 0.50 0.45 0.50 0.49 -0.52 0.45 -0.55 0.32 -0.53 -0.10 0.34 -0.74 0.93 -0.76 -0.72 0.40 0.61 -0.04 -0.78 0.23 -0.26 -0.27 0.58 -0.24 -0.12 0.34 0.35 0.34 0.48 0.51 0.16